Entry 1:
Below is the molecule C5H14N2S in a non-equilibrium geometry, with properties calculated with ωB97M-V with the def2-TZVPD basis set.

The geometry in XYZ format:
```
22
Properties=species:S:1:pos:R:3:forces:R:3:nbo_charge:R:1
S -0.6973 1.4564 -3.7818 -0.4 -0.1 0.0 -0.043
N 0.4773 0.3275 2.6514 0.9 -0.4 -0.2 -0.839
N -0.5664 -1.0874 0.3437 0.6 -0.3 -0.3 -0.640
C -0.1589 0.3782 -2.4190 1.0 0.1 -0.5 -0.512
C -0.0318 -2.3338 0.9140 -1.0 0.5 -0.1 -0.408
C 0.3204 0.0326 0.0840 -1.0 2.0 0.5 -0.074
C 0.3099 0.9671 1.3413 0.4 -0.5 0.8 -0.227
C -0.1698 0.9726 -1.0479 -1.7 0.9 1.2 -0.411
H -1.3905 -0.7846 0.8449 0.1 0.2 0.0 0.356
H -1.1436 1.4140 -0.7227 0.0 -0.9 -0.6 0.201
H -0.6679 1.4508 1.4136 0.1 0.3 -0.4 0.183
H 0.9050 0.1574 -2.6220 -0.5 -0.4 -0.1 0.204
H 0.3799 1.9199 -1.0056 0.7 -0.4 -0.2 0.209
H 1.3175 -0.1983 -0.2797 0.3 -0.9 0.7 0.196
H -0.3429 -0.0531 3.1024 -0.1 0.0 -0.4 0.357
H 0.5449 -2.7729 0.1069 -0.1 -0.8 0.2 0.196
H 1.1601 -0.4179 2.5403 -0.2 0.1 0.5 0.349
H -0.1901 2.6110 -3.3455 0.2 0.1 0.1 0.112
H 1.1085 1.7154 1.3050 -0.3 0.2 -0.4 0.191
H 0.5443 -2.3726 1.8486 0.4 0.8 -0.2 0.162
H -0.7694 -0.5222 -2.5085 0.2 0.0 0.1 0.237
H -0.9390 -2.8601 1.2366 0.3 -0.6 -0.7 0.202
```
Positions in Å, forces in eV/Å.

SMILES string = CN[C@H](CN)CCS
gap between HOMO and LUMO = 9.56 eV
calculated total energy = -706.55911 a.u.
relative energy (zero: lowest compared OMol25 entry of this formula, charge and spin) = 0.8438 eV

***

Entry 2:
Below is a cluster of 2 separate species, C28H52ClF2N2O4 in total in a non-equilibrium geometry, with properties calculated with ωB97M-V with the def2-TZVPD basis set.

The geometry in XYZ format:
```
89
Properties=species:S:1:pos:R:3:forces:R:3:lowdin_charge:R:1
Cl 3.0676 -1.9106 -0.5096 -0.1 -0.2 0.2 1.026
F 4.0535 0.8158 -4.9622 -0.5 0.0 0.0 -0.015
F 3.9009 0.4748 2.3682 0.0 0.6 -0.6 0.062
O -5.3451 -0.7934 -2.2686 -0.2 0.1 -0.2 -0.204
O 2.1645 0.5188 -2.1575 -0.1 -1.1 0.6 -0.079
O -2.3604 -2.0351 -0.0116 -0.5 -0.1 -0.4 0.056
O -2.8118 -1.5311 2.5329 -0.2 0.0 0.0 -0.161
N -0.9129 -3.7877 0.0866 0.1 1.0 0.8 0.167
N 3.0070 -0.3759 0.3754 -0.1 -0.3 -1.4 -0.295
C 3.4063 -0.6573 1.7912 0.6 -1.2 1.8 -0.336
C 1.3983 0.9634 -1.0673 1.3 1.0 0.0 -0.136
C -6.3508 -0.5786 -1.2853 0.9 -0.3 0.4 -0.219
C 4.0160 2.0278 -2.4192 1.1 0.0 -0.1 -0.110
C 5.4264 0.3484 -0.1928 0.9 -0.5 -0.5 -0.118
C -1.2489 -2.4609 -0.2115 0.1 0.3 -0.2 -0.490
C 1.5877 0.1760 0.2536 -2.5 0.8 1.0 -0.346
C -5.6565 -0.6075 0.0991 -0.5 -0.1 0.0 -0.170
C 0.5103 -0.9277 0.5083 -0.1 0.1 -0.8 -0.131
C 3.9173 0.5515 -0.3805 0.9 1.0 -0.3 -0.241
C -5.8532 0.6906 0.9022 -0.2 -0.1 -0.3 -0.197
C 6.0495 -0.7292 -1.0046 -0.4 0.1 0.2 -0.146
C -3.6970 1.8030 -0.0144 0.0 1.1 -0.1 -0.182
C 4.4014 -1.8009 2.0335 0.2 -0.5 0.7 -0.188
C -5.2231 1.9229 0.2168 -0.1 -0.7 0.1 -0.186
C -0.8273 2.3263 2.4028 0.3 -0.7 -0.2 -0.171
C 3.7207 -3.1407 2.4735 0.2 0.7 -0.6 -0.071
C 5.2978 2.0092 -3.2828 -0.4 0.7 -0.6 -0.153
C 1.2889 1.2317 1.3820 0.5 0.0 -0.1 -0.119
C -2.3407 2.1869 2.1757 -0.3 0.8 -0.3 -0.182
C -2.8583 2.8015 0.8419 -0.8 -0.4 0.2 -0.188
C 5.2904 0.9619 -4.3984 1.4 -0.1 0.7 -0.221
C 3.5774 0.6381 -1.8902 -1.1 0.9 -0.4 -0.277
C -5.8947 -1.3261 -3.4589 0.2 0.3 0.0 -0.115
C -0.2038 -1.4746 -0.7523 0.2 -1.3 0.5 -0.084
C 6.5095 -1.6337 -1.6449 -0.5 -0.1 0.2 0.133
C -0.0126 2.0281 1.1176 -0.3 -0.5 0.0 -0.185
C -3.8110 -1.9671 3.4510 0.1 0.1 -0.3 -0.141
H 0.4726 -1.9619 -1.4584 0.0 0.1 0.1 0.102
H -3.5124 2.0774 -1.0597 0.0 -0.3 0.1 0.108
H -6.9385 0.8483 0.9670 0.1 0.1 0.1 0.112
H 0.9136 -1.7397 1.1257 0.1 0.0 -0.2 0.098
H -0.5554 3.2985 2.8187 -0.1 0.0 0.0 0.116
H -3.4612 -1.7619 4.4607 0.0 0.0 0.0 0.078
H 2.6357 -3.0054 2.4411 0.1 -0.4 0.0 0.059
H -2.6822 1.1471 2.2240 0.4 0.0 0.0 0.093
H 4.0145 -0.1748 -2.4686 0.2 0.1 0.2 0.124
H -5.4996 0.5701 1.9325 0.1 0.0 -0.1 0.098
H -6.3395 -2.3050 -3.2405 0.0 0.0 -0.3 0.088
H -0.3002 -0.5165 1.1206 0.3 0.2 0.0 0.126
H -0.5412 1.5568 3.1329 0.0 0.3 0.1 0.106
H 5.3580 2.9944 -3.7632 0.0 -0.1 0.2 0.119
H 2.5116 -0.8976 2.3666 -0.2 0.0 -0.5 0.147
H 3.2233 2.4680 -3.0267 -0.1 -0.4 0.1 0.134
H 1.1629 0.7020 2.3313 0.2 0.1 -0.1 0.113
H 5.7419 0.2062 0.8426 -0.3 0.1 0.0 0.121
H -4.6018 -0.8551 -0.0529 -0.1 0.2 -0.1 0.076
H -0.6844 1.4308 0.4865 0.2 0.1 0.0 0.101
H -2.0766 3.2382 0.2146 0.1 -0.1 0.2 0.095
H -3.5387 3.6245 1.0879 0.3 0.1 -0.1 0.100
H -3.3663 0.7725 0.1395 0.1 0.1 -0.1 0.086
H -0.7827 -0.7202 -1.2792 0.1 0.1 0.1 0.124
H 6.7435 -2.5383 -2.1599 0.3 0.2 -0.1 0.050
H -3.9849 -3.0417 3.3467 -0.1 0.0 0.1 0.079
H -7.0735 -1.4006 -1.3696 -0.1 0.2 0.1 0.117
H -4.7466 -1.4288 3.2831 -0.1 -0.1 0.1 0.068
H 5.6526 0.0100 -3.9868 -0.5 -0.1 -0.2 0.100
H 3.7271 1.5452 0.0356 -0.3 -0.3 0.2 0.148
H 5.8948 1.2901 -0.5011 -0.2 0.0 0.1 0.132
H -5.0836 -1.4057 -4.1844 -0.1 -0.2 0.1 0.086
H -6.6530 -0.6628 -3.8994 0.0 -0.1 0.2 0.090
H -3.1268 -1.7164 1.6296 0.2 0.1 0.4 0.026
H -6.0800 -1.4644 0.6375 0.1 0.2 0.2 0.110
H 6.0073 1.2287 -5.1794 -0.1 0.1 0.0 0.124
H -2.8544 2.7075 2.9917 0.1 -0.2 0.0 0.111
H 6.2170 1.9311 -2.6927 -0.1 -0.3 -0.1 0.110
H 4.0058 -3.3906 3.4939 -0.1 0.0 -0.1 0.082
H 4.9798 -1.4881 2.9090 -0.1 0.4 -0.2 0.129
H 2.1250 1.9356 1.4580 -0.1 -0.1 0.2 0.125
H 5.1447 -1.9471 1.2491 -0.3 0.0 -0.1 0.087
H 1.7302 1.9987 -0.8657 -0.2 -0.1 0.1 0.137
H 4.1920 2.7497 -1.6091 -0.1 -0.2 0.0 0.123
H -1.6490 -4.1184 0.7060 -0.1 -0.3 -0.3 0.111
H -5.7302 2.0285 -0.7489 0.2 0.1 0.1 0.099
H -5.4749 2.8257 0.7826 0.1 -0.1 0.0 0.107
H -0.0620 -3.8073 0.6440 0.3 -0.3 -0.5 0.090
H 0.3512 1.0649 -1.3339 0.1 -0.5 -0.1 0.140
H 0.2273 2.9292 0.5501 -0.1 0.0 0.1 0.119
H 4.0334 -3.9553 1.8197 -0.3 0.0 0.1 0.077
H -6.8496 0.3854 -1.4485 -0.1 -0.2 -0.1 0.117
```
Positions in Å, forces in eV/Å.

total charge = +1
gap between HOMO and LUMO = 7.09 eV
calculated total energy = -2168.06289 a.u.

***

Q: Among the records above, which one has the lowest calculated total energy?
A: C28H52ClF2N2O4

***

Copy entry 1 word for word.
Below is the molecule C5H14N2S in a non-equilibrium geometry, with properties calculated with ωB97M-V with the def2-TZVPD basis set.

The geometry in XYZ format:
```
22
Properties=species:S:1:pos:R:3:forces:R:3:nbo_charge:R:1
S -0.6973 1.4564 -3.7818 -0.4 -0.1 0.0 -0.043
N 0.4773 0.3275 2.6514 0.9 -0.4 -0.2 -0.839
N -0.5664 -1.0874 0.3437 0.6 -0.3 -0.3 -0.640
C -0.1589 0.3782 -2.4190 1.0 0.1 -0.5 -0.512
C -0.0318 -2.3338 0.9140 -1.0 0.5 -0.1 -0.408
C 0.3204 0.0326 0.0840 -1.0 2.0 0.5 -0.074
C 0.3099 0.9671 1.3413 0.4 -0.5 0.8 -0.227
C -0.1698 0.9726 -1.0479 -1.7 0.9 1.2 -0.411
H -1.3905 -0.7846 0.8449 0.1 0.2 0.0 0.356
H -1.1436 1.4140 -0.7227 0.0 -0.9 -0.6 0.201
H -0.6679 1.4508 1.4136 0.1 0.3 -0.4 0.183
H 0.9050 0.1574 -2.6220 -0.5 -0.4 -0.1 0.204
H 0.3799 1.9199 -1.0056 0.7 -0.4 -0.2 0.209
H 1.3175 -0.1983 -0.2797 0.3 -0.9 0.7 0.196
H -0.3429 -0.0531 3.1024 -0.1 0.0 -0.4 0.357
H 0.5449 -2.7729 0.1069 -0.1 -0.8 0.2 0.196
H 1.1601 -0.4179 2.5403 -0.2 0.1 0.5 0.349
H -0.1901 2.6110 -3.3455 0.2 0.1 0.1 0.112
H 1.1085 1.7154 1.3050 -0.3 0.2 -0.4 0.191
H 0.5443 -2.3726 1.8486 0.4 0.8 -0.2 0.162
H -0.7694 -0.5222 -2.5085 0.2 0.0 0.1 0.237
H -0.9390 -2.8601 1.2366 0.3 -0.6 -0.7 0.202
```
Positions in Å, forces in eV/Å.

SMILES string = CN[C@H](CN)CCS
gap between HOMO and LUMO = 9.56 eV
calculated total energy = -706.55911 a.u.
relative energy (zero: lowest compared OMol25 entry of this formula, charge and spin) = 0.8438 eV